[1]
{"formula": "C3H8NO2S", "method": "ωB97M-V/def2-TZVPD", "elements": ["C", "C", "C", "N", "O", "O", "S", "H", "H", "H", "H", "H", "H", "H", "H"], "xyz": [[-0.85, -0.58, 0.42], [-1.74, 0.50, -0.16], [1.32, 0.64, 0.02], [0.48, -0.51, -0.24], [2.04, 1.00, -1.05], [1.91, 0.52, 1.29], [-0.76, 1.98, 0.01], [-0.92, -0.51, 1.53], [-1.43, -1.54, 0.01], [-2.00, 0.33, -1.20], [-2.60, 0.57, 0.44], [0.84, -1.44, -0.08], [0.24, -0.48, -1.26], [2.45, 1.82, -0.90], [2.44, 1.33, 1.72]], "mulliken_charge": [-0.47, -0.72, 0.33, -0.16, -0.41, -0.49, -0.08, 0.34, 0.30, 0.40, 0.41, 0.41, 0.36, 0.40, 0.41], "charge": 1, "homo_ev": -12.9274, "relative_energy_ev": 3.161, "homo_lumo_gap_ev": 8.32}


[2]
{"formula": "C3H8NO3", "method": "ωB97M-V/def2-TZVPD", "elements": ["O", "C", "O", "C", "C", "N", "H", "H", "H", "H", "H", "H", "H", "H", "O"], "xyz": [[2.05, 0.25, 1.88], [1.78, -0.43, 0.93], [2.28, -1.42, 0.44], [0.47, 0.24, 0.23], [-0.51, 0.34, 1.49], [0.01, -0.55, -0.89], [0.74, 1.19, -0.14], [0.14, 0.68, 2.33], [-1.46, 0.77, 1.12], [-0.67, -0.75, 1.68], [0.93, -0.79, -1.47], [-0.24, -1.51, -0.50], [-1.86, 0.27, -3.06], [-1.58, 0.69, -1.62], [-2.07, 1.00, -2.42]], "mulliken_charge": [-0.70, 0.52, -0.72, -0.29, -1.07, -0.62, 0.44, 0.35, 0.31, 0.27, 0.27, 0.28, 0.30, 0.40, -0.75], "charge": -1, "homo_ev": -3.6386, "relative_energy_ev": 1.417, "homo_lumo_gap_ev": 7.62}


[3]
{"formula": "C3H8NO3", "method": "ωB97M-V/def2-TZVPD", "elements": ["C", "N", "C", "O", "O", "C", "H", "H", "H", "H", "H", "H", "H", "H", "O"], "xyz": [[0.55, 0.29, 0.10], [-0.10, 0.52, 1.48], [-0.61, -0.96, 1.61], [-0.52, -1.94, 0.78], [-1.00, -1.22, 2.98], [-0.56, 0.59, -0.98], [1.43, 0.99, -0.14], [0.89, -0.73, -0.27], [-1.26, -0.04, 1.32], [-1.11, -0.28, -1.21], [-0.17, 1.04, -1.89], [-1.26, 1.22, -0.42], [-0.30, -1.88, 3.22], [2.33, 1.41, -3.59], [1.72, 1.00, -2.99]], "mulliken_charge": [-0.01, -0.45, 0.65, -0.54, -0.48, -1.16, 0.42, 0.12, 0.09, 0.29, 0.38, 0.30, 0.35, 0.12, -1.08], "charge": -1, "homo_ev": -2.5805, "relative_energy_ev": 7.426, "homo_lumo_gap_ev": 4.96}


[4]
{"formula": "C3H8NO3S", "method": "ωB97M-V/def2-TZVPD", "elements": ["C", "C", "C", "N", "O", "O", "O", "S", "H", "H", "H", "H", "H", "H", "H", "H"], "xyz": [[1.00, -0.95, 0.74], [1.87, 1.24, -0.89], [-3.06, -0.14, 1.43], [-2.72, -0.51, 0.40], [-0.44, 1.16, 0.33], [-2.35, -1.00, -0.64], [-0.05, -0.42, -1.52], [0.53, 0.29, -0.31], [2.11, -1.26, 0.52], [0.30, -1.72, 0.43], [0.87, -0.55, 1.66], [1.42, 2.01, -1.49], [2.61, 0.69, -1.43], [2.36, 1.77, -0.05], [-0.94, -0.82, -1.50], [-3.51, 0.22, 2.32]], "mulliken_charge": [-0.93, -1.09, -0.16, 0.37, -0.56, -0.69, -0.45, 1.20, 0.39, 0.37, 0.39, 0.40, 0.42, 0.38, 0.46, 0.51], "charge": 1, "homo_ev": -14.3582, "relative_energy_ev": 3.888, "homo_lumo_gap_ev": 11.45}


[5]
{"formula": "C3H8NO4", "method": "ωB97M-V/def2-TZVPD", "elements": ["C", "C", "O", "N", "C", "O", "O", "H", "H", "H", "H", "H", "H", "H", "H", "O"], "xyz": [[-0.89, -0.11, 1.10], [-1.63, 0.40, -0.14], [-0.85, 1.07, -1.12], [0.26, 0.78, 1.37], [1.48, 0.45, 0.73], [2.56, 0.98, 1.04], [1.45, -0.33, -0.24], [-0.36, -1.05, 0.72], [-1.53, -0.23, 1.94], [-1.98, -0.54, -0.64], [-2.46, 1.11, -0.06], [0.09, 0.75, -1.24], [-0.03, 1.76, 1.39], [-0.97, -1.81, -2.20], [-0.76, -3.16, -1.66], [-1.48, -2.53, -1.79]], "mulliken_charge": [-0.43, -0.30, -0.56, -0.26, 0.72, -0.40, -0.50, 0.27, 0.33, 0.20, 0.30, 0.34, 0.27, 0.33, 0.31, -0.64], "multiplicity": 2, "homo_ev": [-10.3178, -10.2530], "relative_energy_ev": 0.354, "homo_lumo_gap_ev": [10.90, 6.74]}


[6]
{"formula": "C3H8NOP", "method": "ωB97M-V/def2-TZVPD", "elements": ["C", "C", "C", "N", "O", "P", "H", "H", "H", "H", "H", "H", "H", "H"], "xyz": [[1.62, 0.81, -0.49], [1.44, -0.49, -0.32], [0.08, -1.04, -0.49], [-0.74, -0.87, 0.59], [-2.16, 1.24, -0.21], [-0.96, 1.13, 0.89], [2.53, 1.42, -0.35], [0.75, 1.29, -0.95], [2.22, -1.00, 0.27], [0.23, -2.09, -0.79], [-0.43, -0.53, -1.40], [-0.40, -1.13, 1.53], [-2.42, 0.24, -0.40], [-1.74, 1.00, 2.12]], "mulliken_charge": [-0.83, 0.04, -0.58, -0.69, -0.49, 0.29, 0.26, 0.29, 0.32, 0.36, 0.27, 0.32, 0.40, 0.03], "homo_ev": -8.8779, "smiles": "C=CCNPO", "relative_energy_ev": 2.095, "homo_lumo_gap_ev": 9.71}


[7]
{"formula": "C3H8NOP", "method": "ωB97M-V/def2-TZVPD", "elements": ["C", "C", "C", "N", "O", "P", "H", "H", "H", "H", "H", "H", "H", "H"], "xyz": [[0.52, 1.85, 0.78], [-1.17, -1.82, -0.37], [-0.14, 1.89, -0.34], [-0.50, -0.66, 0.27], [1.45, 0.82, 1.02], [1.06, -0.47, 0.19], [0.42, 2.54, 1.60], [-2.26, -1.66, -0.20], [-0.89, -1.93, -1.36], [-0.95, -2.70, 0.33], [0.06, 1.18, -1.03], [-0.88, 2.63, -0.67], [1.43, -0.32, -1.07], [1.85, -1.35, 0.84]], "mulliken_charge": [0.05, -0.82, -0.62, -0.40, -0.34, 0.27, 0.35, 0.25, 0.33, 0.26, 0.33, 0.25, 0.10, -0.02], "homo_ev": -7.9492, "relative_energy_ev": 2.962, "homo_lumo_gap_ev": 9.01}


[8]
{"formula": "C3H8NOS", "method": "ωB97M-V/def2-TZVPD", "elements": ["C", "O", "C", "C", "S", "N", "H", "H", "H", "H", "H", "H", "H", "H"], "xyz": [[-1.24, -0.92, 0.17], [-1.27, -0.89, 1.50], [-0.15, 0.18, -0.44], [1.14, -0.33, 0.11], [2.62, 0.70, -0.11], [-0.49, 1.46, 0.15], [-0.83, -1.88, -0.26], [-2.20, -0.57, -0.29], [-0.32, 0.16, -1.51], [1.30, -1.39, -0.12], [1.02, -0.48, 1.19], [2.41, 0.99, -1.40], [-0.57, 1.24, 1.14], [-1.42, 1.74, -0.13]], "mulliken_charge": [-0.59, -0.86, -0.08, -0.81, -0.30, -0.71, 0.22, 0.28, 0.41, 0.43, 0.35, 0.08, 0.31, 0.27], "charge": -1, "homo_ev": -2.6625, "smiles": "N[C@H](C[O-])CS", "relative_energy_ev": 1.933, "homo_lumo_gap_ev": 6.06}